(1)
Density functional theory data (the ωB97M-V functional and the def2-TZVPD basis) for a 40-piece molecular cluster, H80O40 overall.

Geometry as XYZ:
```
120
H80O40, DFT the ωB97M-V functional and the def2-TZVPD basis
H 2.4370 -0.0263 -1.4935
H 1.6210 -0.5652 -0.2444
O 2.3476 -0.0427 -0.5511
H 2.0144 4.7475 1.8657
H 0.7162 4.1312 2.0950
O 1.3151 4.7592 2.5254
H -1.7247 -2.0514 0.5654
H -3.2642 -2.6284 0.5551
O -2.3541 -2.7295 0.3134
H 4.6138 0.9792 -2.8995
H 5.9336 1.6150 -2.2048
O 5.0012 1.4264 -2.1393
H -1.8657 5.4123 -1.8482
H -1.1885 6.6656 -1.3438
O -1.0435 5.7154 -1.3954
H -4.5363 0.1167 1.1878
O -4.9866 -0.2864 0.4528
H 3.0836 -1.8782 -3.6778
O 3.0149 -0.9220 -3.7922
H -3.3904 -4.0386 -2.0834
H -3.3128 -5.7620 -1.7225
O -3.1941 -4.9630 -2.2046
H 2.1982 0.1854 2.7364
H 3.5674 0.6707 2.7519
O 2.9636 0.1621 3.3120
H -4.1124 4.8381 -1.6017
H -3.6597 4.2194 -2.7553
O -3.4708 5.0488 -2.2912
H -0.4297 -0.0946 -3.9316
H -0.0971 0.5307 -2.6292
O 0.2946 -0.0165 -3.2980
H -0.4729 2.9242 0.1591
O -0.9321 3.6701 0.5628
H 0.3509 -4.1331 -2.2467
H 0.5939 -2.5311 -2.6184
O 0.9109 -3.4366 -2.6405
H 4.4274 -0.8120 0.1255
H 4.5851 0.5077 -0.7268
O 4.7969 0.0723 0.1186
H -0.9388 -5.5542 -3.1556
H 0.2497 -5.7990 -2.0516
O -0.1572 -6.0310 -2.8664
H -0.7425 -3.4195 -0.6060
H -1.3501 -4.7487 -0.9233
O -0.5737 -4.3652 -0.4954
H 0.5479 -1.6225 -0.0194
H -0.0151 -0.3493 -0.9735
O 0.0880 -1.3196 -0.8225
H -0.6306 -2.0116 -4.8753
H -0.3545 -3.1733 -5.4019
O -1.1925 -2.6690 -5.3353
H 0.9886 -4.4051 0.2569
O 1.8386 -3.9375 0.1701
H -1.0321 -0.0359 6.1510
H -1.5140 -1.3929 5.9432
O -1.8744 -0.5065 6.1042
H -3.2520 0.8726 -0.4866
O -2.4457 0.5157 -0.8280
H 2.6969 -3.9418 4.7025
H 2.7413 -2.9819 3.5918
O 2.8910 -3.0124 4.5423
H 5.8775 2.1768 2.0658
H 5.4427 0.8621 1.5320
O 5.4713 1.3660 2.3798
H 3.0335 2.4915 2.0847
H 3.3724 2.8399 0.6243
O 2.6376 2.7529 1.2466
H -5.5409 -2.2573 -1.5588
H -4.4570 -1.2884 -0.8506
O -4.6106 -2.0819 -1.4111
H -3.8719 0.3240 5.1720
H -3.2865 1.5670 4.9760
O -3.9291 0.9854 4.4652
H 1.2788 -2.1130 5.4403
H 0.6560 -1.4536 6.6836
O 0.8262 -2.3089 6.2848
H 0.2552 -2.0800 2.0019
H -1.1452 -1.3427 1.8238
O -0.2033 -1.3036 1.6461
H 0.8874 1.7568 4.8944
H 2.0553 1.8290 5.9403
O 1.1195 1.9264 5.8032
H -0.5496 3.0564 -5.2202
H 0.4972 2.7270 -4.0138
O -0.1139 2.4072 -4.6643
H 2.4575 0.8100 -5.6718
H 1.1671 1.6827 -5.8498
O 2.1391 1.6939 -5.8691
H 3.0895 4.2464 -0.8504
O 4.0121 4.4109 -0.5975
H -0.2982 0.6780 1.0681
H 0.8918 1.5296 0.5375
O -0.0090 1.2588 0.3293
H 1.9653 -3.6445 -0.7308
H -5.6859 -0.8620 0.7717
H -1.6210 0.6927 -0.3758
H 2.2466 -0.7517 -3.2478
H -1.0336 4.3198 -0.1565
H 4.2987 4.2791 -1.5150
O 4.9777 -2.2369 2.2640
H 5.7985 -1.9687 2.7071
H 4.4594 -1.6340 2.8292
O -2.7383 -0.0246 -3.5167
H -3.3347 0.6139 -3.1232
H -3.2853 -0.7846 -3.7286
O 0.8619 -4.1442 3.2976
H 0.1521 -4.3529 3.9053
H 0.8972 -4.6730 2.5029
O -3.1566 2.2135 -4.5757
H -2.4057 1.7830 -4.1010
H -3.0369 1.8944 -5.4738
O -1.9931 2.4699 4.2110
H -1.3194 2.2888 4.8628
H -2.3027 3.3760 4.2810
O -2.4288 0.9729 1.8743
H -3.0192 1.1605 2.6113
H -1.9328 1.7634 1.6229
O -4.6500 2.4255 -2.1385
H -4.2403 2.3092 -3.0012
H -5.3459 1.7730 -2.1070
```

Calculated values
Gap between HOMO and LUMO: 9.944 eV
ΔE to the lowest compared entry with this formula, charge and spin: 774.18 kJ/mol
Spin multiplicity: 1
DFT total energy: -3057.4625 Eh
Net charge: 0
LUMO: -0.40 eV
HOMO energy: -10.34 eV

---

(2)
Density functional theory data (the ωB97M-V functional and the def2-TZVPD basis) for a 40-piece molecular cluster, H80O40 overall.

Geometry as XYZ:
```
120
H80O40, DFT the ωB97M-V functional and the def2-TZVPD basis
H 3.5410 4.6196 2.1965
H 4.0756 3.9246 1.0027
O 3.6632 3.6324 1.8559
H 0.7546 2.8928 -4.0595
H 1.0036 3.3062 -5.3852
O 0.9705 2.4575 -4.9640
H -2.0974 -1.2677 1.5160
H -3.4763 -0.9978 2.0207
O -2.9016 -0.7877 1.2796
H 2.8431 0.0742 -4.9731
H 2.6479 1.4743 -4.6535
O 3.3211 0.9069 -4.9718
H -4.8844 -1.1259 -3.7737
H -4.1628 0.1121 -4.3798
O -4.3278 -0.8475 -4.5570
H 1.2374 -0.5912 4.4899
O 0.7163 -1.1063 5.1687
H 2.9296 -2.2575 3.8921
O 3.0149 -2.1110 4.8748
H 5.5809 1.7618 -2.1001
H 4.3202 2.4562 -1.4153
O 4.6970 1.6301 -1.7407
H 0.0668 -3.0026 -3.9848
H 1.2705 -3.8845 -4.2991
O 0.4858 -3.9155 -3.7885
H 1.7818 -0.5301 -1.6373
H 2.6571 0.8036 -1.6984
O 1.7959 0.4023 -1.5298
H -3.4358 4.1504 -1.9545
H -2.4131 4.1255 -0.6864
O -3.0234 4.5349 -1.2027
H 0.7191 2.6954 -1.9897
O 0.4395 3.5837 -2.2453
H -0.8012 -2.6720 1.1672
H -0.5475 -1.9810 2.5337
O -0.3046 -1.9812 1.5763
H 1.1736 5.0260 -1.2923
H 1.8615 4.9724 -0.1442
O 1.7058 5.7238 -0.8219
H 0.5272 3.5669 2.3038
H -0.6861 2.6477 2.5314
O 0.2092 2.6824 2.2684
H 2.3886 2.5324 3.5294
H 2.6414 1.2562 3.5124
O 2.0411 1.8074 4.0551
H -4.6864 1.5381 -2.1851
H -4.0634 1.9818 -0.9064
O -4.0444 2.2683 -1.8460
H 6.1270 1.5292 1.4817
H 4.8377 2.3645 1.6915
O 5.5795 2.2868 1.1951
H -2.7215 0.2481 -6.2170
O -1.7456 0.3794 -6.0311
H 0.3557 -4.4440 4.7454
H 1.3571 -5.3253 4.1225
O 1.2879 -4.6990 4.8905
H 1.9327 -1.7484 -4.5169
O 2.6528 -2.0276 -3.8482
H -2.8989 1.8032 -3.0224
H -3.5411 2.6900 -4.0998
O -2.7546 2.1406 -3.8590
H 1.5791 -3.2245 -0.4622
H 2.0102 -2.2999 0.7474
O 2.2166 -3.1381 0.3270
H -0.6287 -3.5596 -1.7241
H -0.6499 -2.0972 -0.9944
O -1.0251 -2.9933 -1.0128
H -1.9229 -4.1182 3.1099
H -2.0099 -2.8989 4.1298
O -1.7969 -3.1959 3.2736
H 1.5455 1.2260 1.6146
H 2.7071 1.2816 0.7259
O 2.0440 0.6620 0.9420
H -3.0864 1.4623 1.5517
H -4.0645 2.5863 1.7295
O -3.7643 1.9604 1.0811
H 1.9652 -4.8559 1.4209
H 0.4896 -5.1839 2.1500
O 1.4841 -5.1977 2.1720
H -2.2698 2.4809 4.9194
H -3.4897 2.0587 4.4673
O -2.7955 2.6430 4.0797
H 2.9888 -0.2929 1.7935
H 4.2938 -1.0455 2.1144
O 3.4399 -0.8470 2.4596
H -3.0771 -2.9862 -4.1876
H -2.2330 -3.4734 -3.4109
O -3.0723 -3.8764 -3.6788
H -2.8531 -1.6977 -2.2068
O -3.6974 -1.2155 -2.0171
H -5.4133 -3.1023 -0.1013
H -5.2448 -2.9629 -1.5684
O -5.8767 -3.2496 -0.9583
H -1.5737 0.7988 -5.1326
H 1.3825 -1.4008 5.8526
H 2.4939 -1.5699 -3.0128
H 3.3599 -2.9476 5.1592
H -0.5090 3.5726 -2.0131
H -3.5265 -1.2391 -1.0997
O -3.3323 -5.4288 1.1760
H -2.9688 -5.3569 0.2980
H -4.0630 -4.8443 0.9249
O -1.3784 0.2701 -1.1893
H -0.8719 0.5807 -0.4966
H -2.2928 0.1793 -0.9128
O -1.9488 1.6604 6.3381
H -1.1691 2.2643 6.4355
H -1.2887 0.9648 6.0056
O 0.9375 5.4500 1.8320
H 0.2618 6.0915 1.5901
H 1.0392 5.5414 2.7840
O -0.2844 -1.1605 -4.6357
H -0.2226 -0.8351 -3.7766
H -0.6284 -0.7581 -5.4856
O 5.0903 -3.0003 -2.0925
H 5.1342 -2.9417 -1.1729
H 4.2197 -2.5127 -2.1975
O 0.5553 3.3628 5.6866
H 1.0877 3.7360 4.9363
H 0.6252 2.4145 5.5686
```

Calculated values
Gap between HOMO and LUMO: 9.578 eV
ΔE to the lowest compared entry with this formula, charge and spin: 1029.69 kJ/mol
Spin multiplicity: 1
DFT total energy: -3057.3652 Eh
Net charge: 0
LUMO: -0.95 eV
HOMO energy: -10.53 eV

---

(3)
Density functional theory data (the ωB97M-V functional and the def2-TZVPD basis) for a 40-piece molecular cluster, H80O40 overall.

Geometry as XYZ:
```
120
H80O40, DFT the ωB97M-V functional and the def2-TZVPD basis
H 5.3968 1.0588 -0.9750
H 4.6150 0.2888 0.0164
O 5.1777 1.0800 -0.0308
H 2.3582 -0.6824 -0.9021
H 2.8571 0.7904 -0.3784
O 2.5872 -0.1580 -0.1133
H -0.4535 -3.1665 -0.5176
H -1.7152 -2.4430 -0.4640
O -1.1035 -2.7684 -1.0678
H 2.5090 -2.4185 -0.8352
H 2.1487 -3.9649 -0.9505
O 1.7395 -3.0509 -0.8247
H 4.1759 0.8592 -2.1199
H 3.7443 2.2178 -2.9298
O 3.3640 1.6313 -2.1716
H -0.1158 -7.0272 0.5379
O -0.0854 -6.0313 0.2334
H 3.2013 -1.7590 2.8100
O 3.9920 -2.2538 2.6108
H -5.3842 1.6652 2.3673
H -5.9621 0.6451 3.1986
O -6.2161 1.3256 2.6385
H 1.8064 -1.2463 1.6091
H 1.3975 -0.0822 2.2372
O 1.5296 -1.0341 2.5242
H -0.2050 4.2030 -0.5469
H 0.8210 4.5960 0.4393
O 0.7570 4.3536 -0.4625
H 0.7198 -0.7193 5.2399
H 1.1110 -1.5374 6.4926
O 0.8010 -1.6942 5.6159
H 5.9096 0.0130 -3.3383
O 5.8785 0.6766 -2.5799
H 3.0286 -0.5454 -3.4913
H 2.7817 -1.9648 -2.8351
O 3.3805 -1.2310 -2.8549
H -1.0281 2.1907 -5.8928
H -2.0152 1.2643 -5.4980
O -1.9055 1.6703 -6.2900
H -1.1419 -1.8648 2.0969
H -2.2247 -1.7729 2.8864
O -1.7389 -1.0637 2.3084
H -2.9313 -4.5945 -2.9472
H -2.8508 -3.3701 -4.0612
O -2.5322 -4.2614 -3.8616
H -2.3697 2.3093 2.6631
H -2.0453 0.8701 2.4918
O -2.6036 1.5122 2.0426
H -4.1359 5.3540 -0.4072
H -4.7523 4.2895 0.3429
O -4.1166 4.9710 0.4044
H -2.0192 -0.6281 -2.4726
O -3.0022 -0.7467 -2.6036
H -4.2319 -2.7426 -1.9747
H -5.1680 -2.4847 -2.8946
O -4.5992 -3.1876 -2.8077
H -2.9900 0.8256 0.7364
O -3.1815 0.2550 -0.0186
H 0.0768 1.6174 1.3866
H 0.6759 1.9479 2.8740
O 0.0427 1.3949 2.4114
H -1.5344 6.0152 -3.1229
H -1.6476 4.7019 -2.9012
O -1.5070 5.2365 -3.7091
H 4.5190 1.9383 2.2281
H 3.3469 0.9540 2.2084
O 3.5312 1.8825 2.3544
H 2.0128 -5.4223 1.0352
H 2.8772 -4.1001 1.5717
O 2.9420 -4.9874 1.1027
H 5.9427 -1.4992 1.0291
H 6.0441 -0.6102 -0.0957
O 6.4536 -0.7276 0.8093
H -6.3204 -1.0821 -0.0182
H -4.9802 -1.4621 0.0675
O -5.7141 -1.9690 -0.1541
H -0.9712 -2.5296 -3.0624
H -0.4363 -2.4473 -4.5490
O -0.2123 -2.4518 -3.6287
H 4.6655 3.0355 -4.1309
H 3.9870 2.2504 -5.3100
O 4.3717 2.1327 -4.4261
H 1.7059 3.3342 3.0728
H 1.4689 4.8252 3.3685
O 1.0007 3.9895 2.9781
H -0.2442 6.1580 2.3757
H -0.8921 6.6982 1.0794
O -0.3617 5.8969 1.4968
H 4.7950 4.5118 -1.7321
O 4.7479 3.9284 -2.4695
H -3.4709 -1.7327 2.0653
H -4.7069 -2.4907 1.6386
O -4.3208 -1.9952 2.3706
H -3.3939 -0.0292 -3.1592
H 0.0788 -5.8755 -0.7008
H -2.2954 -0.0171 -0.3060
H 4.6725 -1.8685 2.2005
H 6.0807 1.5956 -3.0141
H 3.9562 3.5842 -2.2359
O -2.6426 3.6090 3.7350
H -2.5285 4.2825 4.4467
H -2.5425 4.0173 2.8341
O -2.3045 -4.9972 2.0147
H -2.4588 -4.8366 2.9310
H -1.5664 -5.4449 1.9704
O -2.3605 3.3532 -1.5786
H -2.0276 2.4369 -1.3873
H -3.1598 3.2673 -1.0530
O -4.3846 1.3032 4.3525
H -3.7932 0.6071 3.7235
H -3.8988 2.0391 4.3885
O 0.2368 1.4025 -0.8234
H 1.1095 1.9312 -0.4881
H 0.4522 0.5402 -1.1619
O 2.0785 -3.7637 -2.9494
H 1.0691 -3.6289 -3.1870
H 2.4236 -3.5991 -3.8547
O -0.2638 -3.7779 3.5199
H -0.0558 -4.4336 2.9065
H 0.4787 -3.2410 3.5524
```

Calculated values
Gap between HOMO and LUMO: 9.428 eV
ΔE to the lowest compared entry with this formula, charge and spin: 1401.87 kJ/mol
Spin multiplicity: 1
DFT total energy: -3057.2234 Eh
Net charge: 0
LUMO: -0.57 eV
HOMO energy: -10.00 eV

---

(4)
Density functional theory data (the ωB97M-V functional and the def2-TZVPD basis) for a 40-piece molecular cluster, H80O40 overall.

Geometry as XYZ:
```
120
H80O40, DFT the ωB97M-V functional and the def2-TZVPD basis
H 0.0486 -1.5157 2.0257
H 0.1113 -0.1772 1.2564
O -0.2400 -0.5989 2.1183
H 3.9454 1.9054 5.4358
H 4.0037 2.9490 4.2664
O 3.8301 2.0302 4.4623
H -4.2673 -0.7788 -3.4973
H -4.5077 0.5376 -3.0091
O -4.6698 0.0254 -3.8067
H -1.0553 4.7995 -2.6918
H -0.8004 6.2409 -3.0249
O -0.4693 5.3490 -3.2215
H 2.5461 -3.6893 1.3077
H 1.8174 -4.6546 2.4217
O 1.7401 -3.9051 1.8441
H -1.5790 1.2075 1.9261
O -1.7016 1.2696 2.8817
H 2.0212 1.1046 -4.5330
O 2.8003 0.9645 -3.9726
H 0.0637 4.1672 0.9523
H 0.8974 2.9936 1.4951
O 0.6089 3.8922 1.6888
H 4.8323 -3.5987 -1.9579
H 3.5173 -2.9061 -1.8996
O 3.8947 -3.7933 -2.0859
H 1.7858 1.3153 -0.4969
H 0.6022 0.4909 0.2559
O 1.3967 1.0620 0.3410
H 1.4163 4.6678 -4.0943
H 1.7691 3.0628 -4.0463
O 1.5733 3.8760 -3.6183
H -1.0479 5.5584 1.8097
O -1.5476 5.1988 1.0800
H -3.9789 -3.2499 3.5485
H -2.4835 -3.3986 4.2349
O -3.1415 -2.8886 3.7722
H 0.3982 -4.0418 -3.7387
H 0.3866 -5.5918 -3.7911
O -0.2262 -4.8041 -3.8086
H -5.1422 -1.8119 -0.1322
H -5.1901 -0.7809 -1.2793
O -5.4780 -0.9533 -0.3697
H 5.1795 0.6147 -1.5080
H 4.0062 0.9948 -2.4405
O 4.1956 0.7943 -1.5247
H -2.3244 -2.7495 1.9296
H -1.9073 -1.1865 1.8985
O -2.1261 -1.9411 1.3448
H -4.6233 1.8278 -1.8488
H -3.2743 2.0564 -1.8697
O -3.8447 1.2875 -1.5829
H -0.5551 -3.6826 0.3154
O -0.4463 -3.9661 -0.6415
H -1.8661 -3.9981 -4.0162
H -2.9075 -3.5833 -2.9320
O -2.5245 -3.3095 -3.7599
H -0.9805 2.5976 5.3010
O -1.0923 3.2780 4.6458
H -5.2306 0.6805 3.6725
H -4.9861 1.1772 2.2760
O -4.5794 0.6208 2.9678
H 0.2348 -1.6080 -1.4630
H 1.7660 -1.3201 -1.2550
O 0.8867 -0.8841 -1.2093
H 2.2536 -2.1301 3.7545
H 1.9872 -2.6307 5.3507
O 2.5475 -2.4866 4.5892
H 2.3792 1.0672 4.2955
H 1.0295 0.3774 3.8780
O 1.9391 0.2306 4.0880
H 4.9863 -4.0733 1.1605
H 4.6503 -2.5319 1.4274
O 4.7871 -3.2072 0.7872
H -3.2693 -1.0146 -0.6192
H -2.2902 -1.7108 -1.4564
O -3.1952 -1.3574 -1.5197
H 5.6148 2.7277 2.5029
H 5.3266 1.2616 2.1629
O 6.0303 1.8873 2.3795
H -3.9123 3.5640 0.7520
H -3.5078 3.1658 2.2280
O -4.1705 3.0674 1.5339
H -2.1874 -0.9348 -3.4480
H -0.6126 -1.0708 -2.8599
O -1.3684 -0.5821 -3.1136
H 1.2607 5.0915 3.1543
H 2.8014 5.0155 3.6585
O 1.9279 4.6835 3.6659
H 3.1555 0.1983 2.7205
O 3.4632 0.4202 1.7724
H -4.2433 -2.4046 1.7950
H -4.6321 -1.1252 2.3614
O -4.9807 -2.0104 2.2552
H -0.0240 -4.7885 -0.3051
H -1.0404 0.6441 3.2827
H -1.0642 3.1948 3.7069
H 2.5322 0.4848 -3.1906
H -1.8245 4.3092 1.1738
H 3.2025 1.3332 1.6858
O -0.2644 -2.3751 -4.7897
H -1.1506 -2.4350 -4.4189
H -0.0982 -2.4372 -5.7250
O -2.5864 -0.7380 -5.9540
H -1.7514 -0.3498 -5.6384
H -2.7689 -1.6126 -5.5381
O 3.6117 3.4166 -0.6725
H 4.2122 3.2071 0.0236
H 3.2152 2.7227 -1.2494
O -0.2721 -3.4404 3.6170
H -0.0249 -2.7041 4.1889
H 0.7074 -3.6698 3.4894
O 3.3459 -1.6657 -0.6646
H 2.7496 -2.1306 -0.0179
H 3.4650 -0.7673 -0.2719
O 0.0025 1.0340 -5.3854
H 0.6938 1.6017 -5.7080
H -0.7883 1.6280 -5.5867
O -1.1434 1.1949 -0.8497
H -1.6324 0.4272 -1.1611
H -0.5552 1.1979 -1.6467
```

Calculated values
Gap between HOMO and LUMO: 9.855 eV
ΔE to the lowest compared entry with this formula, charge and spin: 1109.19 kJ/mol
Spin multiplicity: 1
DFT total energy: -3057.3349 Eh
Net charge: 0
LUMO: -0.51 eV
HOMO energy: -10.36 eV

---

> What is the LUMO in the first record?

-0.40 eV